ORCA calculation (wB97M-V/def2-TZVPD) on C34H44ClN5O2RuSSeSi as an isolated structure.

Structure (XYZ):
```
90
Properties=species:S:1:pos:R:3
Ru 0.17221 -1.23660 0.18410
C 5.07324 -3.37720 -3.61549
Si 4.12829 -4.21122 -2.23893
C 2.61120 -5.07227 -2.89719
C 5.21015 -5.44090 -1.33920
C 3.67875 -2.87053 -0.96517
C 4.66249 -2.39614 -0.09616
C 4.40820 -1.42762 0.87041
C 3.12176 -0.94624 0.98792
N 2.17680 -1.38958 0.16349
C 2.42042 -2.29417 -0.80384
S 0.89061 -2.47008 -1.66864
H 5.41171 -4.10817 -4.35293
H 5.95408 -2.85567 -3.23525
H 4.44545 -2.64605 -4.12911
H 2.92972 -5.95693 -3.45493
H 2.03514 -4.43941 -3.57287
H 1.94650 -5.40434 -2.09803
H 5.44305 -6.27863 -2.00042
H 4.70550 -5.84149 -0.45769
H 6.15868 -5.00699 -1.01737
H 5.66859 -2.79358 -0.17252
H 5.18784 -1.05955 1.52087
H 2.82452 -0.21106 1.72411
N -2.55782 -0.18715 0.08438
C -3.45182 -1.19150 -0.33675
C -4.69110 -0.92587 -0.85120
C -5.55331 -1.96828 -1.25050
C -5.18360 -3.27068 -1.09045
C -3.90433 -3.58040 -0.57039
C -3.46331 -4.90534 -0.36296
C -2.21133 -5.12928 0.12564
C -1.36483 -4.03007 0.35755
N -1.73598 -2.78053 0.17513
C -3.01243 -2.53824 -0.23787
H -2.31666 -0.26913 1.06863
H -2.94630 0.73147 -0.08474
H -5.02589 0.10283 -0.92772
H -6.52611 -1.72343 -1.65477
H -5.85346 -4.07872 -1.35472
H -4.13014 -5.72690 -0.59503
H -1.84117 -6.12866 0.30448
H -0.34423 -4.19369 0.67190
C 2.93831 3.27296 1.59313
C 1.74602 4.13104 2.00424
C 0.84061 3.46863 3.03794
C 0.13388 2.20697 2.55658
N -0.79635 2.48282 1.45309
C -0.66379 2.11990 0.16659
Se 0.68828 1.03034 -0.56160
N -1.64921 2.68703 -0.55099
C -1.85563 2.57396 -1.99806
C -1.64484 3.88401 -2.75349
C -0.19256 4.26376 -3.03652
C 0.62201 4.65023 -1.80488
C -2.46765 3.41588 0.30299
C -3.64595 4.11856 0.07418
C -4.25459 4.68512 1.17698
C -3.71556 4.54673 2.46379
C -2.55046 3.84017 2.68934
C -1.93031 3.27986 1.57793
H 3.61722 3.83552 0.95217
H 2.63139 2.38393 1.03927
H 3.50186 2.95145 2.47251
H 1.15950 4.41152 1.12277
H 2.10804 5.06927 2.42943
H 0.10033 4.18994 3.38981
H 1.43020 3.18585 3.91458
H -0.43775 1.74525 3.36033
H 0.83611 1.46142 2.19576
H -2.87524 2.21189 -2.15165
H -1.17413 1.80248 -2.35098
H -2.13627 4.70297 -2.22043
H -2.17512 3.77745 -3.70254
H -0.20682 5.11223 -3.72386
H 0.30033 3.44771 -3.57248
H 0.11661 5.43103 -1.23040
H 1.59901 5.03498 -2.09748
H 0.80296 3.80078 -1.14493
H -4.06992 4.21747 -0.91546
H -5.17188 5.24271 1.04725
H -4.22965 4.99896 3.30064
H -2.15121 3.72196 3.68659
Cl 1.09835 -0.83471 4.93075
C -0.18412 -1.83698 4.19082
C -0.06341 -1.68351 2.69783
O -0.54065 -0.64187 2.14630
O 0.53413 -2.54103 2.00730
H -1.14123 -1.46059 4.53906
H -0.03182 -2.86807 4.49007
```

As for the charge: +1. As for the spin multiplicity: 2. For the HOMO energy (alpha / beta), the calculation gives -10.27 / -10.42 eV. As for the expectation value of S²: 0.76. The HOMO-LUMO gap (alpha / beta) is 7.3 / 7.5 eV. The calculation puts the largest force on an atom at 0.64 eV/Å.

Mulliken atomic charge list, values in e, 2 entries: atom 1 (Ru): 1.091, atom 2 (C): -1.073